No. 1
DFT (ωB97M-V with the def2-TZVPD basis set) results for a structure of composition C51H33ClF5MnN4O3SSb.

Energy, a.u.: -5156.8332
Multiplicity: 5
Frontier orbital gap (alpha / beta), eV: 6.30 / 6.46
E_HOMO (alpha / beta), hartree: -0.37282 / -0.37277
Total charge: +1

Last column: Mulliken charge in e.
CARTESIAN COORDINATES (ANGSTROEM)
Mn 0.607 0.625 0.852  0.26
C -4.173 13.438 -0.418  -0.84
O -4.921 12.237 -0.300  -0.46
C -4.240 11.075 -0.194  0.94
C -5.026 9.920 -0.113  -0.60
C -4.431 8.687 0.000  -0.52
C -3.037 8.572 0.035  0.24
C -2.267 9.723 -0.042  -0.70
C -2.852 10.976 -0.157  -0.74
C -2.449 7.240 0.163  0.34
N -3.134 6.128 0.330  -0.86
C -2.192 5.142 0.398  0.92
C -0.920 5.655 0.268  -0.18
N -1.099 7.010 0.121  -0.09
C 0.257 4.848 0.340  1.08
C 1.585 5.290 0.250  -1.00
C 2.617 4.387 0.345  -1.10
C 2.327 3.036 0.545  -0.51
N 1.075 2.609 0.646  0.60
C 0.044 3.474 0.528  -0.30
C -1.289 2.910 0.599  -0.11
N -1.373 1.566 0.693  0.95
C -2.563 1.008 0.825  -0.59
C -3.744 1.767 0.844  -1.19
C -3.672 3.130 0.706  -0.92
C -2.411 3.734 0.572  0.77
H -4.904 14.233 -0.531  0.25
H -3.524 13.410 -1.296  0.34
H -3.576 13.614 0.480  0.34
H -6.101 10.024 -0.140  0.43
H -5.034 7.793 0.064  0.49
H -1.186 9.677 -0.005  0.22
H -2.227 11.853 -0.207  0.41
H -0.391 7.708 -0.024  0.18
H 1.799 6.339 0.098  0.49
H 3.648 4.700 0.275  0.47
H 3.103 2.288 0.638  0.45
H -2.593 -0.075 0.894  0.43
H -4.689 1.258 0.959  0.61
H -4.557 3.752 0.701  0.61
Cl 4.903 -4.854 -1.073  -0.21
C 4.004 -3.391 -0.857  0.02
C 4.480 -2.200 -1.439  -0.66
C 3.806 -1.018 -1.298  -0.79
C 2.620 -0.951 -0.533  0.27
O 2.012 0.192 -0.420  -0.29
C 2.134 -2.161 0.027  1.18
C 0.897 -2.212 0.709  -0.53
O 0.170 -1.226 0.966  -0.28
C 2.841 -3.378 -0.145  -1.07
H 5.394 -2.235 -2.017  0.47
H 4.172 -0.112 -1.760  0.51
H 0.493 -3.183 1.018  0.37
H 2.449 -4.288 0.287  0.50
F 3.003 0.609 2.452  -0.41
C 1.979 0.614 3.352  0.65
C 0.679 0.715 2.893  -0.04
C -0.311 0.673 3.854  0.69
F -1.610 0.749 3.517  -0.29
C -0.024 0.554 5.208  -0.05
F -1.000 0.526 6.113  -0.29
C 1.296 0.467 5.627  0.82
F 1.579 0.358 6.922  -0.29
C 2.321 0.495 4.689  -0.15
F 3.590 0.406 5.080  -0.29
S -3.090 -2.478 -0.057  -0.62
Sb -2.680 -1.825 -2.161  1.95
C -4.404 -1.810 -3.352  0.54
C -4.549 -0.978 -4.456  -0.24
C -5.727 -1.001 -5.186  -0.71
C -6.754 -1.858 -4.816  -0.43
C -6.606 -2.692 -3.719  -0.65
C -5.434 -2.666 -2.978  -0.72
C -1.233 -3.051 -3.055  0.06
C -0.759 -4.145 -2.343  -0.54
C 0.217 -4.960 -2.904  -0.62
C 0.710 -4.681 -4.168  -0.52
C 0.231 -3.590 -4.883  -0.70
C -0.740 -2.773 -4.326  -0.20
C -1.795 0.072 -2.429  0.17
C -0.410 0.127 -2.441  -0.59
C 0.243 1.336 -2.640  -0.72
C -0.501 2.497 -2.807  -0.42
C -1.890 2.448 -2.787  -0.83
C -2.538 1.233 -2.606  -0.80
H -3.744 -0.321 -4.767  0.37
H -5.843 -0.353 -6.044  0.40
H -7.672 -1.874 -5.385  0.39
H -7.405 -3.362 -3.435  0.40
H -5.328 -3.297 -2.104  0.35
H -1.160 -4.358 -1.358  0.44
H 0.586 -5.816 -2.356  0.45
H 1.466 -5.319 -4.605  0.43
H 0.614 -3.379 -5.872  0.43
H -1.104 -1.920 -4.887  0.37
H 0.164 -0.790 -2.357  0.50
H 1.322 1.366 -2.674  0.50
H 0.002 3.441 -2.971  0.52
H -2.468 3.351 -2.928  0.43
H -3.623 1.203 -2.593  0.63

=====

No. 2
DFT (ωB97M-V with the def2-TZVPD basis set) results for a cluster of 7 separate species, C36H66F6N12P in total.

Energy, a.u.: -3006.7515
Multiplicity: 2
Frontier orbital gap (alpha / beta), eV: 5.60 / 1.59
E_HOMO (alpha / beta), hartree: -0.74801 / -0.74801
Total charge: +6

Last column: Mulliken charge in e.
CARTESIAN COORDINATES (ANGSTROEM)
C -1.392 12.838 10.963  -1.34
C -2.271 13.611 12.041  -0.25
N -1.527 14.007 13.245  0.21
C -0.136 13.938 13.417  -0.49
C 0.208 14.518 14.629  -0.47
N -0.967 14.936 15.243  0.23
C -2.010 14.637 14.407  -0.27
C -1.007 15.863 16.423  -0.80
H -0.582 13.468 10.596  0.40
H -1.990 12.716 10.059  0.39
H -1.104 11.832 11.267  0.37
H -3.057 12.890 12.267  0.33
H -2.702 14.510 11.601  0.36
H 0.572 13.533 12.710  0.46
H 1.164 14.705 15.095  0.48
H -2.983 15.105 14.402  0.40
H -1.481 16.751 16.006  0.41
H 0.016 15.964 16.786  0.12
H -1.686 15.432 17.159  0.36
C 6.478 14.170 20.681  -0.75
C 7.989 13.763 20.853  -0.64
N 8.544 14.297 22.140  0.18
C 9.625 15.065 22.380  -0.20
C 9.756 15.207 23.785  -0.37
N 8.580 14.591 24.351  0.11
C 7.830 14.126 23.290  -0.30
C 8.171 14.563 25.761  -0.78
H 6.360 15.242 20.840  0.40
H 5.718 13.594 21.209  0.37
H 6.284 14.171 19.609  0.16
H 8.647 14.214 20.110  0.35
H 8.133 12.683 20.836  0.26
H 10.269 15.308 21.548  0.41
H 10.472 15.687 24.436  0.44
H 6.932 13.548 23.451  0.36
H 8.204 13.531 26.109  0.34
H 7.214 15.055 25.932  0.35
H 8.891 15.169 26.311  0.30
C -1.703 15.472 25.199  -1.17
C -1.008 14.656 24.044  -0.26
N -0.699 15.432 22.854  0.20
C -1.581 16.181 22.051  -0.27
C -0.901 16.588 20.846  -0.04
N 0.395 16.160 20.962  0.18
C 0.498 15.456 22.086  -0.19
C 1.506 16.334 20.123  -0.43
H -1.987 14.868 26.061  0.38
H -2.631 15.891 24.809  0.40
H -1.032 16.291 25.457  0.37
H -1.674 13.894 23.641  0.35
H -0.093 14.246 24.472  0.32
H -2.615 16.322 22.327  0.47
H -1.317 17.124 20.006  0.54
H 1.404 14.922 22.331  0.48
H 2.076 15.435 19.889  0.09
H 2.147 16.956 20.748  0.37
H 1.190 16.828 19.203  0.18
C 3.163 20.411 16.589  -1.24
C 1.763 21.004 16.810  -0.51
N 1.769 22.508 16.899  0.21
C 2.780 23.386 17.153  -0.19
C 2.345 24.686 17.346  -0.68
N 0.964 24.588 17.127  0.11
C 0.693 23.252 17.006  -0.11
C 0.146 25.722 17.148  -0.75
H 3.958 20.524 17.327  0.45
H 3.575 20.963 15.745  0.51
H 3.108 19.374 16.258  0.22
H 1.161 20.672 17.656  0.40
H 1.141 20.703 15.966  0.34
H 3.778 22.978 17.077  0.41
H 2.844 25.558 17.741  0.44
H -0.314 22.882 16.882  0.38
H 0.250 26.164 18.139  0.37
H -0.885 25.403 16.995  0.28
H 0.442 26.512 16.459  0.34
C 2.596 11.684 18.652  -1.15
C 4.108 11.468 18.951  0.00
N 4.706 10.614 17.868  0.25
C 4.549 10.855 16.518  -0.32
C 5.064 9.732 15.817  -0.61
N 5.671 8.899 16.755  0.08
C 5.353 9.438 18.018  -0.13
C 6.409 7.687 16.403  -0.75
H 2.461 11.839 17.581  0.37
H 2.100 12.366 19.342  0.20
H 2.146 10.731 18.930  0.47
H 4.206 11.126 19.981  0.48
H 4.691 12.385 19.033  -0.24
H 4.075 11.750 16.145  0.44
H 5.172 9.540 14.760  0.44
H 5.569 9.058 19.006  0.43
H 7.433 7.914 16.105  0.34
H 6.002 7.193 15.521  0.35
H 6.361 7.077 17.305  0.31
C 7.866 18.887 14.569  -1.26
C 6.419 18.688 14.976  -0.18
N 5.722 17.992 13.911  0.47
C 5.090 18.511 12.820  -0.37
C 4.740 17.496 11.920  -0.44
N 4.952 16.283 12.604  0.18
C 5.619 16.586 13.836  -0.42
C 4.506 14.986 12.211  -0.87
H 8.293 17.885 14.516  0.37
H 8.372 19.487 15.325  0.40
H 8.043 19.353 13.600  0.34
H 6.037 19.707 15.026  0.13
H 6.270 18.192 15.936  0.18
H 5.106 19.583 12.688  0.48
H 4.193 17.507 10.988  0.43
H 5.878 15.818 14.550  0.50
H 5.118 14.245 12.726  0.32
H 4.568 14.959 11.123  0.37
H 3.450 14.867 12.451  0.33
P 3.745 15.487 17.154  1.50
F 4.589 14.139 17.027  -0.36
F 4.097 15.274 18.769  -0.37
F 5.156 16.268 16.880  -0.29
F 2.965 16.856 17.440  -0.52
F 3.451 15.591 15.592  -0.36
F 2.412 14.674 17.332  -0.32

=====

No. 3
DFT (ωB97M-V with the def2-TZVPD basis set) results for a cluster of 2 separate species, C2H3F2IO in total.

Energy, a.u.: -650.5132
Frontier orbital gap, eV: 8.77
E_HOMO, hartree: -0.31356

Last column: Mulliken charge in e.
CARTESIAN COORDINATES (ANGSTROEM)
C 2.033 -0.544 -0.222  -0.10
C -1.772 1.223 0.516  0.04
O 1.157 -1.112 0.334  -0.36
F -2.839 1.848 0.010  -0.11
F -0.704 1.719 -0.252  -0.17
I -2.066 -1.202 0.033  -0.01
H 1.781 -0.265 -1.240  0.20
H 3.061 -0.387 0.052  0.26
H -0.650 -1.279 0.769  0.25